A structure of composition C2H3P3 at a distorted geometry. Source: OMol25; level of theory: ωB97M-V with the def2-TZVPD basis set.

Properties
- E_LUMO (alpha / beta): -0.47 / -3.57 eV
- Electronic energy: -29981.932 eV
- E_HOMO (alpha / beta): -0.216 / -0.338 hartree
- Energy relative to the best compared isomer or geometry (same formula, charge and spin): 78.6 kcal per mole
- Frontier orbital gap (alpha / beta): 0.1985 / 0.2063 hartree
- 2S+1: 3

XYZ file:
```
8
C2H3P3 ωB97M-V with the def2-TZVPD basis set
C -0.879 0.947 0.216
C -0.792 -0.990 0.285
P 0.611 1.647 0.156
P 0.684 -1.747 0.129
P 2.070 -0.076 -0.104
H -1.862 1.197 0.303
H -1.851 -1.306 0.557
H 2.020 0.328 -1.542
```

---

A structure of composition C4H8O2 at a distorted geometry. Source: OMol25; level of theory: ωB97M-V with the def2-TZVPD basis set.

Properties
- E_LUMO: 0.98 eV
- Electronic energy: -8370.203 eV
- E_HOMO: -0.356 hartree
- Energy relative to the best compared isomer or geometry (same formula, charge and spin): 71.0 kcal per mole
- Frontier orbital gap: 0.3926 hartree

XYZ file:
```
14
C4H8O2 ωB97M-V with the def2-TZVPD basis set
C 1.757 0.161 0.680
O 1.013 0.899 -0.259
C -0.213 0.387 -0.686
C -0.798 -1.050 -0.755
O -2.058 -0.459 -0.358
C -1.291 0.633 0.302
H 1.216 -0.701 1.093
H 2.649 -0.189 0.155
H 2.059 0.803 1.519
H -0.455 0.856 -1.648
H -0.428 -1.745 0.017
H -0.821 -1.572 -1.721
H -0.995 0.297 1.308
H -1.636 1.679 0.353
```

---

A structure of composition C53H67N2O4P2PdS2Si. Source: OMol25; level of theory: ωB97M-V with the def2-TZVPD basis set.

Properties
- Charge: +1
- E_LUMO (alpha / beta): -1.65 / -4.31 eV
- Electronic energy: -118825.453 eV
- E_HOMO (alpha / beta): -0.351 / -0.382 hartree
- Frontier orbital gap (alpha / beta): 0.2902 / 0.2237 hartree
- 2S+1: 3

XYZ file:
```
132
C53H67N2O4P2PdS2Si ωB97M-V with the def2-TZVPD basis set
Pd -0.348 0.303 0.799
O -0.861 -0.258 4.071
C -0.840 0.961 4.719
C -0.434 1.109 6.040
C -0.544 2.350 6.648
C -1.057 3.436 5.955
C -1.418 3.281 4.629
C -1.294 2.053 3.981
P -1.596 1.901 2.184
C -1.058 3.532 1.546
C 0.253 3.661 1.092
C 0.739 4.891 0.670
C -0.084 6.007 0.692
C -1.395 5.890 1.138
C -1.877 4.663 1.564
C -3.412 1.941 2.083
C -4.048 2.366 0.915
C -5.426 2.281 0.799
C -6.182 1.743 1.834
C -5.556 1.303 2.992
C -4.175 1.405 3.116
C 0.019 -1.235 4.492
C -0.308 -2.018 5.590
C 0.606 -2.945 6.059
C 1.839 -3.078 5.432
C 2.120 -2.333 4.300
C 1.203 -1.413 3.784
P 1.422 -0.709 2.088
C 1.790 -2.270 1.194
C 0.749 -2.928 0.544
C 0.951 -4.185 -0.012
C 2.197 -4.789 0.067
C 3.248 -4.124 0.685
C 3.046 -2.873 1.243
C 3.015 0.163 2.158
C 3.592 0.555 3.365
C 4.763 1.305 3.371
C 5.363 1.669 2.176
C 4.790 1.286 0.969
C 3.620 0.546 0.959
H -0.048 0.272 6.601
H -0.235 2.459 7.680
H -1.152 4.400 6.436
H -1.777 4.140 4.076
H 0.906 2.796 1.066
H 1.759 4.972 0.316
H 0.292 6.967 0.362
H -2.042 6.757 1.153
H -2.904 4.583 1.899
H -3.463 2.766 0.097
H -5.912 2.633 -0.102
H -7.260 1.682 1.745
H -6.142 0.900 3.808
H -3.693 1.080 4.031
H -1.264 -1.874 6.077
H 0.362 -3.555 6.919
H 2.570 -3.780 5.810
H 3.066 -2.485 3.797
H -0.225 -2.454 0.466
H 0.134 -4.689 -0.514
H 2.355 -5.770 -0.364
H 4.230 -4.580 0.725
H 3.882 -2.348 1.694
H 3.128 0.286 4.304
H 5.202 1.605 4.314
H 6.274 2.254 2.183
H 5.251 1.571 0.032
H 3.178 0.259 0.009
C 2.979 1.881 -5.649
C 1.551 2.249 -5.275
C 0.585 1.814 -6.366
C 1.430 3.739 -5.006
O 1.155 1.601 -4.047
Si 1.531 0.264 -3.220
S 0.688 0.813 -1.286
O 0.944 -1.111 -3.834
C -0.363 -1.643 -4.132
C -1.389 -0.523 -4.226
C -0.712 -2.614 -3.015
C -0.227 -2.364 -5.463
O 3.128 0.101 -3.029
C 4.051 -1.010 -3.089
C 3.567 -2.116 -2.165
C 4.157 -1.500 -4.527
C 5.383 -0.456 -2.615
H 3.297 2.487 -6.499
H 3.051 0.829 -5.933
H 3.657 2.061 -4.815
H 0.849 2.286 -7.314
H -0.437 2.100 -6.111
H 0.626 0.731 -6.502
H 1.659 4.308 -5.909
H 2.123 4.038 -4.218
H 0.417 3.982 -4.684
H -1.516 -0.022 -3.262
H -2.355 -0.932 -4.529
H -1.085 0.218 -4.965
H -0.753 -2.091 -2.055
H 0.043 -3.400 -2.957
H -1.685 -3.075 -3.203
H 0.069 -1.665 -6.247
H -1.176 -2.821 -5.746
H 0.530 -3.147 -5.392
H 2.594 -2.497 -2.484
H 3.475 -1.740 -1.145
H 4.279 -2.942 -2.162
H 3.174 -1.766 -4.916
H 4.796 -2.384 -4.568
H 4.597 -0.733 -5.165
H 5.329 -0.171 -1.563
H 5.655 0.422 -3.203
H 6.166 -1.207 -2.730
C -2.609 -1.879 2.160
N -3.498 -2.180 1.054
C -3.990 -3.554 1.056
C -3.660 -1.359 -0.006
S -2.528 -0.199 -0.523
N -4.801 -1.498 -0.713
C -6.079 -1.763 -0.049
C -4.936 -0.917 -2.044
H -3.163 -1.948 3.099
H -2.207 -0.880 2.061
H -1.780 -2.592 2.192
H -3.143 -4.219 1.235
H -4.427 -3.810 0.097
H -4.727 -3.721 1.845
H -5.963 -1.723 1.029
H -6.500 -2.728 -0.335
H -6.781 -0.981 -0.340
H -4.030 -1.079 -2.622
H -5.128 0.157 -1.989
H -5.772 -1.410 -2.537
```

---

A structure of composition C43H65AsCaGeN2O9P2Si at a distorted geometry. Source: OMol25; level of theory: ωB97M-V with the def2-TZVPD basis set.

Properties
- E_LUMO: 0.16 eV
- Electronic energy: -229308.448 eV
- E_HOMO: -0.300 hartree
- Energy relative to the best compared isomer or geometry (same formula, charge and spin): 65.9 kcal per mole
- Frontier orbital gap: 0.3056 hartree

XYZ file:
```
125
C43H65AsCaGeN2O9P2Si ωB97M-V with the def2-TZVPD basis set
Ca -1.833 -0.219 -0.135
C -5.815 0.768 -2.411
C -4.539 -0.030 -2.489
O -4.491 -0.869 -3.634
P -4.325 -1.175 -1.085
O -5.418 -2.322 -1.319
O -4.843 -0.533 0.256
O -2.959 -1.736 -1.009
P -2.996 0.959 -2.357
O -3.288 2.337 -3.154
O -1.917 0.198 -3.043
O -2.846 1.302 -0.909
H -6.667 0.106 -2.272
H -5.957 1.344 -3.325
H -5.745 1.451 -1.567
H -3.567 -0.857 -3.934
H -5.414 -2.660 -2.214
H -4.217 -0.723 0.969
H -2.979 2.251 -4.052
O -2.472 -0.999 1.663
N -1.477 -1.494 2.312
N -0.355 -0.993 2.034
O -0.178 -0.070 1.141
C 0.771 -1.443 2.745
C 0.714 -2.620 3.481
C 1.845 -3.056 4.149
C 3.021 -2.323 4.100
C 3.070 -1.150 3.364
C 1.951 -0.706 2.683
H -0.199 -3.190 3.493
H 1.812 -3.992 4.685
H 3.891 -2.667 4.639
H 3.989 -0.587 3.314
H 1.968 0.206 2.105
C 2.079 0.707 -4.135
Si 2.305 0.602 -2.228
C 1.712 2.329 -1.543
C 0.192 2.359 -1.642
C 2.263 3.483 -2.385
C 2.076 2.555 -0.078
C 4.220 0.224 -1.991
C 4.581 -0.064 -0.533
C 5.104 1.367 -2.485
C 4.545 -1.014 -2.828
H 2.613 1.537 -4.586
H 1.025 0.813 -4.376
H 2.435 -0.200 -4.614
H -0.148 2.196 -2.661
H -0.186 3.330 -1.314
H -0.243 1.594 -0.997
H 1.986 3.367 -3.428
H 3.343 3.544 -2.323
H 1.850 4.427 -2.034
H 1.604 1.793 0.543
H 1.705 3.529 0.249
H 3.151 2.538 0.072
H 4.530 0.836 0.074
H 5.601 -0.445 -0.470
H 3.909 -0.801 -0.109
H 5.038 2.224 -1.824
H 4.824 1.677 -3.487
H 6.143 1.043 -2.508
H 3.831 -1.811 -2.635
H 5.543 -1.378 -2.588
H 4.508 -0.781 -3.887
C 1.844 -5.748 -3.998
C 1.758 -4.240 -3.810
C 0.350 -3.769 -3.465
C 0.290 -2.256 -3.322
Ge 1.052 -1.431 -1.637
C 2.128 -2.693 -0.430
C 1.560 -4.059 -0.070
C 2.337 -4.722 1.076
C 3.807 -4.986 0.764
H 2.861 -6.038 -4.258
H 1.186 -6.070 -4.802
H 1.552 -6.269 -3.088
H 2.078 -3.743 -4.729
H 2.446 -3.933 -3.019
H 0.000 -4.238 -2.543
H -0.325 -4.084 -4.267
H -0.751 -1.936 -3.310
H 0.751 -1.805 -4.199
H -0.277 -1.268 -0.853
H 2.272 -2.138 0.500
H 3.107 -2.842 -0.879
H 1.596 -4.720 -0.936
H 0.516 -3.954 0.243
H 1.859 -5.673 1.321
H 2.283 -4.085 1.959
H 3.912 -5.641 -0.096
H 4.293 -5.455 1.616
H 4.332 -4.060 0.552
C -0.484 6.786 3.479
C -0.503 6.530 2.117
C -0.770 5.251 1.664
C -1.029 4.211 2.553
C -0.990 4.477 3.916
C -0.721 5.757 4.374
As -1.403 2.427 1.737
C -3.334 2.614 1.728
C -4.102 3.307 0.812
C -5.483 3.240 0.879
C -6.095 2.470 1.856
C -5.337 1.784 2.785
C -3.950 1.854 2.732
C -3.030 1.203 3.658
C -3.388 0.404 4.737
C -2.406 -0.151 5.538
C -1.067 0.096 5.286
C -0.704 0.895 4.213
C -1.674 1.445 3.393
H -0.284 7.785 3.839
H -0.309 7.328 1.416
H -0.785 5.036 0.599
H -1.169 3.678 4.626
H -0.700 5.954 5.436
H -3.619 3.879 0.030
H -6.086 3.772 0.156
H -7.172 2.412 1.892
H -5.822 1.183 3.541
H -4.429 0.194 4.938
H -2.689 -0.786 6.365
H -0.304 -0.346 5.912
H 0.342 1.087 4.003
```

---

A cluster of 29 separate species, H58O29 in total at a distorted geometry. Source: OMol25; level of theory: ωB97M-V with the def2-TZVPD basis set.

Properties
- E_LUMO: -1.47 eV
- Electronic energy: -60321.439 eV
- E_HOMO: -0.370 hartree
- Energy relative to the best compared isomer or geometry (same formula, charge and spin): 90.3 kcal per mole
- Frontier orbital gap: 0.3159 hartree

XYZ file:
```
87
H58O29 ωB97M-V with the def2-TZVPD basis set
O -1.024 5.162 0.047
H -0.639 5.045 -0.822
H -0.736 6.032 0.322
O -4.394 2.124 -1.049
H -4.330 3.078 -1.014
H -4.679 1.935 -1.944
O 2.225 1.921 -0.324
H 2.651 1.092 -0.106
H 1.914 1.802 -1.222
O -0.148 -2.846 3.433
H 0.185 -2.026 3.069
H 0.636 -3.328 3.695
O 1.701 3.192 -2.845
H 1.955 4.112 -2.773
H 0.889 3.206 -3.351
O 0.080 -0.336 0.175
H -0.150 0.590 0.246
H -0.722 -0.761 -0.128
O -0.148 -4.216 0.642
H 0.254 -3.799 -0.120
H -0.957 -3.724 0.785
O -2.766 -3.474 -2.411
H -2.528 -2.566 -2.221
H -2.473 -3.965 -1.644
O 2.798 -0.661 -2.910
H 3.284 0.005 -2.424
H 2.007 -0.212 -3.207
O 0.073 -3.217 -5.183
H 0.501 -3.978 -5.577
H 0.456 -3.151 -4.309
O 1.585 1.743 2.905
H 0.767 2.056 2.519
H 2.258 2.318 2.541
O -1.117 -0.972 -2.637
H -0.326 -0.637 -3.059
H -1.653 -0.194 -2.481
O 4.065 -0.170 -0.128
H 3.717 -1.037 0.081
H 4.845 -0.345 -0.654
O 0.283 5.036 2.812
H 0.917 4.648 2.209
H 0.740 5.788 3.189
O -3.851 1.002 1.460
H -4.541 1.436 1.962
H -3.863 1.440 0.609
O 0.650 0.203 -4.290
H 0.134 0.847 -4.775
H 1.206 -0.207 -4.952
O -2.784 -4.240 3.707
H -1.933 -3.828 3.559
H -3.115 -4.428 2.829
O 2.103 4.278 0.927
H 1.949 3.446 0.479
H 2.391 4.873 0.234
O -2.486 -1.216 0.196
H -3.103 -0.741 0.753
H -2.626 -2.137 0.414
O 4.609 3.363 0.083
H 3.770 2.906 0.019
H 5.256 2.719 -0.206
O 0.557 -5.455 -3.170
H 0.463 -4.552 -2.867
H 1.108 -5.874 -2.508
O 2.049 -1.241 3.428
H 3.002 -1.238 3.345
H 1.780 -0.368 3.143
O -3.130 -3.934 0.635
H -3.010 -4.874 0.502
H -4.073 -3.829 0.765
O 1.539 1.603 5.738
H 1.652 1.549 4.789
H 0.626 1.864 5.856
O -0.691 2.757 1.557
H -1.622 2.794 1.774
H -0.548 3.509 0.982
O 0.794 -2.991 -2.209
H 1.528 -2.398 -2.051
H 0.037 -2.415 -2.309
O -1.998 0.414 3.645
H -1.358 0.917 3.140
H -2.752 0.330 3.060
O 2.071 -2.239 0.446
H 1.823 -2.723 1.234
H 1.369 -1.600 0.326
O -2.177 1.308 -2.144
H -2.900 1.617 -1.599
H -1.907 2.078 -2.644
```

---

A structure of composition FIn. Source: OMol25; level of theory: ωB97M-V with the def2-TZVPD basis set.

Properties
- Charge: +1
- E_LUMO (alpha / beta): -5.94 / -9.42 eV
- Electronic energy: -7880.500 eV
- E_HOMO (alpha / beta): -0.659 / -0.662 hartree
- Energy relative to the best compared isomer or geometry (same formula, charge and spin): 0.0 kcal per mole
- Frontier orbital gap (alpha / beta): 0.4407 / 0.3155 hartree
- 2S+1: 2

XYZ file:
```
2
FIn ωB97M-V with the def2-TZVPD basis set
In 1.451 -0.116 -0.227
F -1.451 0.116 0.227
```